The following is a quantum chemistry calculation of a structure of composition C25H47BN2O3P2SV, from the OMol25 dataset.

The net charge is +1. The calculation puts the HOMO energy (alpha / beta) at -10.486 / -10.584 eV. The LUMO energy (alpha / beta) is -2.805 / -2.560 eV. The value obtained for the relative energy (zero: lowest compared OMol25 entry of this formula, charge and spin) is 0.0 kcal/mol. Its multiplicity is 3. Its frontier orbital gap (alpha / beta) is 7.68 / 8.02 eV. Its expectation value of S² is 2.056. The calculation puts the total energy at -91585.144 eV.

XYZ file:
```
82
Properties=species:S:1:pos:R:3:forces:R:3
V 0.096 0.565 -0.888 -0.04 0.20 0.14
C 4.486 0.856 -1.646 -0.01 0.01 -0.01
C 3.940 0.784 -0.218 -0.01 -0.03 0.02
C 3.490 2.180 0.232 0.01 0.02 -0.01
C 5.073 0.308 0.703 0.01 0.00 0.00
P 2.407 -0.287 -0.088 0.00 0.00 0.07
C 2.324 -0.643 1.726 0.03 0.02 -0.02
N 0.946 -0.493 2.096 -0.02 0.00 0.02
B -0.074 0.058 1.262 0.03 -0.05 -0.21
N -1.229 0.148 2.099 -0.01 -0.01 0.01
C -2.528 0.537 1.628 0.01 0.02 0.00
P -2.369 0.414 -0.203 -0.01 -0.02 0.02
C -3.625 1.653 -0.826 0.03 -0.04 0.02
C -2.979 3.031 -0.621 -0.02 0.00 -0.02
C -4.927 1.597 -0.017 -0.03 -0.01 -0.01
C -3.942 1.474 -2.314 0.00 0.02 0.00
C -2.841 -1.352 -0.614 -0.02 0.01 0.00
C -2.233 -1.636 -1.994 0.03 -0.01 0.00
C -2.214 -2.302 0.416 0.02 -0.01 -0.01
C -4.344 -1.636 -0.632 0.00 -0.01 0.02
C -0.922 -0.332 3.370 0.01 0.00 0.01
C -1.702 -0.460 4.505 0.00 0.00 0.00
C -1.105 -0.982 5.646 0.01 0.00 0.00
C 0.236 -1.358 5.650 0.00 0.00 0.00
C 1.023 -1.229 4.512 -0.01 0.00 0.01
C 0.428 -0.720 3.371 0.00 0.01 0.01
C 2.625 -1.944 -0.915 -0.02 0.02 -0.03
C 1.487 -2.840 -0.415 0.01 0.01 0.00
C 3.961 -2.629 -0.629 0.00 0.00 0.00
C 2.441 -1.751 -2.427 -0.02 -0.01 0.00
H 5.277 1.609 -1.664 0.00 0.01 0.00
H 3.728 1.148 -2.366 -0.01 0.00 -0.02
H 4.935 -0.086 -1.957 0.00 0.00 0.00
H 4.363 2.835 0.272 0.00 0.01 0.00
H 3.043 2.169 1.230 0.00 -0.01 0.00
H 2.765 2.611 -0.457 0.00 0.00 0.00
H 5.932 0.960 0.533 0.01 0.01 0.00
H 5.394 -0.711 0.496 -0.01 0.00 0.00
H 4.826 0.385 1.761 0.00 0.00 0.00
H 2.947 0.077 2.260 -0.01 -0.02 0.01
H 2.713 -1.641 1.949 0.00 0.00 -0.01
H -2.787 1.558 1.918 0.00 -0.02 0.01
H -3.316 -0.125 2.000 0.00 0.00 -0.01
H -2.663 3.205 0.410 -0.01 -0.02 0.00
H -3.716 3.798 -0.870 0.00 0.02 -0.01
H -2.113 3.158 -1.265 0.01 0.02 0.01
H -4.768 1.761 1.048 0.00 0.01 0.01
H -5.467 0.662 -0.147 0.01 0.01 0.01
H -5.577 2.400 -0.371 0.00 0.00 0.00
H -3.046 1.511 -2.927 0.02 -0.01 -0.02
H -4.594 2.295 -2.623 0.00 0.01 0.01
H -4.476 0.549 -2.521 -0.01 -0.02 0.00
H -1.135 -1.562 -1.976 -0.02 0.00 -0.01
H -2.596 -0.954 -2.762 0.00 0.01 -0.01
H -2.466 -2.657 -2.302 -0.01 -0.01 0.00
H -1.140 -2.165 0.531 -0.02 -0.01 0.00
H -2.389 -3.328 0.084 0.00 -0.01 0.00
H -2.667 -2.196 1.402 -0.01 0.01 0.01
H -4.879 -1.074 -1.392 0.00 0.01 -0.01
H -4.801 -1.436 0.338 0.00 0.00 0.00
H -4.490 -2.697 -0.846 0.00 -0.01 0.00
H -2.741 -0.155 4.511 -0.02 0.00 0.00
H -1.690 -1.093 6.548 -0.01 0.00 0.01
H 0.674 -1.754 6.556 0.00 0.00 0.01
H 2.066 -1.519 4.523 0.01 0.00 0.00
H 1.521 -3.015 0.661 -0.01 0.00 0.01
H 1.554 -3.808 -0.916 0.00 -0.01 0.00
H 0.509 -2.419 -0.656 0.01 -0.01 -0.01
H 4.136 -2.759 0.440 0.01 0.00 0.01
H 4.803 -2.089 -1.056 0.00 0.00 -0.01
H 3.946 -3.624 -1.081 0.00 -0.01 0.00
H 1.465 -1.315 -2.667 0.02 0.00 0.00
H 2.491 -2.725 -2.919 0.00 -0.01 0.00
H 3.199 -1.109 -2.869 0.00 0.00 0.00
C 0.423 3.826 -3.478 0.01 -0.01 0.04
S 0.416 2.360 -2.525 0.12 0.20 -0.10
O -0.795 1.561 -2.786 -0.12 -0.17 0.09
O 1.588 1.538 -2.790 0.05 -0.01 -0.01
O 0.387 2.708 -1.077 -0.01 -0.12 -0.04
H 0.432 3.545 -4.528 0.00 -0.03 -0.01
H 1.322 4.377 -3.215 0.01 0.02 -0.01
H -0.469 4.396 -3.231 -0.01 0.00 0.00
```
Positions in Å, forces in eV/Å.